{"formula": "C25H40N2O7S2", "method": "ωB97M-V/def2-TZVPD", "smiles": "C[C@H](C[C@H]1CNC(=O)[C@H]1CCC(N)=O)OCc1ccccc1.O=S1(=O)CCCC1.O=S1(=O)CCCC1", "orbital_gap_ha": 0.3395, "multiplicity": 1, "species": ["C", "C", "C", "C", "C", "N", "C", "O", "C", "C", "C", "C", "N", "O", "O", "C", "C", "C", "C", "C", "C", "C", "H", "H", "H", "H", "H", "H", "H", "H", "H", "H", "H", "H", "H", "H", "H", "H", "H", "H", "H", "H", "H", "H", "H", "H", "C", "C", "C", "S", "O", "O", "C", "H", "H", "H", "H", "H", "H", "H", "H", "C", "C", "C", "S", "O", "O", "C", "H", "H", "H", "H", "H", "H", "H", "H"], "positions_angstrom": [[-1.3776, -0.9233, 0.3690], [-1.5288, 0.5405, -0.0283], [-2.3370, 0.7195, -1.3132], [-3.0018, 2.0951, -1.4361], [-2.1482, 3.2926, -1.8908], [-3.1797, 4.3532, -2.0450], [-4.4292, 3.7688, -2.3084], [-5.4152, 4.3838, -2.6304], [-4.3572, 2.2566, -2.1273], [-4.7400, 1.4629, -3.3918], [-3.6341, 1.0141, -4.3432], [-2.8729, 2.1241, -5.0283], [-1.8876, 1.7153, -5.9866], [-3.0777, 3.2889, -4.8236], [-0.2867, 1.2374, -0.0557], [0.7058, 0.7291, -0.9326], [1.2161, 1.8069, -1.8586], [0.7390, 1.9075, -3.1613], [1.1765, 2.9194, -4.0109], [2.1189, 3.8319, -3.5552], [2.6223, 3.7286, -2.2639], [2.1674, 2.7240, -1.4192], [-2.3600, -1.3694, 0.5206], [-0.8858, -1.5124, -0.4068], [-0.7905, -1.0035, 1.2829], [-2.0968, 1.0311, 0.7690], [-1.6840, 0.5379, -2.1741], [-3.1073, -0.0566, -1.3586], [-3.2237, 2.3729, -0.3963], [-1.6259, 3.1757, -2.8361], [-1.5075, 3.5705, -1.0574], [-3.0063, 4.9661, -2.8349], [-5.1443, 2.0220, -1.4041], [-5.3305, 0.5940, -3.0990], [-5.4179, 2.1002, -3.9685], [-4.0985, 0.4332, -5.1516], [-2.9164, 0.3287, -3.8869], [-2.1700, 0.8329, -6.3992], [-0.9826, 1.5806, -5.5503], [1.5420, 0.3621, -0.3280], [0.3478, -0.1109, -1.5318], [0.0092, 1.1943, -3.5331], [0.7726, 2.9912, -5.0135], [2.4716, 4.6156, -4.2136], [3.3673, 4.4363, -1.9229], [2.5513, 2.6346, -0.4093], [-0.2438, -4.5323, 4.0911], [0.1141, -5.9411, 3.5978], [-0.1682, -5.9819, 2.0908], [0.0468, -4.2930, 1.5024], [-1.2222, -3.7985, 1.0230], [1.2120, -4.2143, 0.6555], [0.3913, -3.5687, 3.0955], [0.1221, -4.3507, 5.1007], [-1.3291, -4.4060, 4.0984], [1.1733, -6.1315, 3.7801], [-0.4530, -6.7100, 4.1211], [0.5199, -6.6242, 1.5473], [-1.1944, -6.2719, 1.8738], [-0.0242, -2.5639, 3.1276], [1.4756, -3.5251, 3.2167], [5.6295, -0.8336, 5.1581], [5.4336, 0.0575, 3.9232], [4.3136, -0.5670, 3.0813], [3.2547, -1.4440, 4.2382], [3.3217, -2.8583, 3.9476], [1.9755, -0.7891, 4.3365], [4.2307, -1.1114, 5.6999], [6.2567, -0.3555, 5.9086], [6.1077, -1.7714, 4.8678], [5.1423, 1.0608, 4.2395], [6.3498, 0.1501, 3.3428], [3.7097, 0.1722, 2.5611], [4.6927, -1.3001, 2.3720], [4.1733, -1.9687, 6.3662], [3.8026, -0.2321, 6.1805]], "forces_ev_per_a": [[0.107, 0.232, -0.356], [-0.353, -0.293, 0.188], [0.033, 0.151, -0.610], [0.208, 0.013, 0.759], [-0.994, 0.485, 0.303], [-0.236, -0.730, -0.746], [0.220, 0.045, -0.137], [0.021, 0.003, -0.104], [-0.249, -0.200, 0.404], [0.101, 0.424, -0.288], [-0.302, -0.096, -0.196], [0.145, -0.046, -0.188], [-0.406, -0.190, 0.058], [0.119, 0.102, 0.216], [-0.050, 0.186, -0.076], [0.295, 0.019, -0.067], [-0.093, -0.035, -0.036], [0.092, 0.198, -0.187], [0.008, -0.136, 0.287], [0.001, -0.011, -0.103], [-0.107, -0.049, -0.009], [-0.057, -0.028, -0.115], [0.055, -0.016, 0.125], [0.010, -0.024, 0.048], [-0.055, -0.033, 0.032], [0.175, 0.095, 0.022], [0.007, -0.096, 0.066], [-0.008, 0.020, 0.100], [-0.100, -0.044, -0.035], [0.297, -0.230, 0.160], [0.513, -0.029, -0.374], [0.201, 0.436, 0.416], [0.040, 0.000, -0.022], [0.159, -0.090, 0.005], [-0.060, -0.026, 0.104], [0.031, -0.039, 0.038], [0.008, 0.079, 0.034], [0.223, -0.133, 0.113], [0.077, 0.238, -0.097], [-0.051, -0.075, 0.021], [-0.094, 0.001, 0.069], [0.020, -0.068, 0.143], [0.086, 0.078, -0.021], [-0.009, 0.012, 0.024], [-0.015, -0.021, 0.034], [0.007, 0.054, -0.012], [-0.054, -0.058, -0.054], [0.004, 0.030, -0.001], [0.026, -0.174, 0.177], [0.121, 0.025, 0.062], [-0.013, -0.171, -0.035], [-0.080, 0.049, -0.082], [0.007, -0.018, 0.182], [0.010, 0.005, -0.003], [0.005, 0.021, 0.007], [0.008, 0.029, -0.013], [0.004, -0.009, -0.006], [-0.017, 0.046, -0.082], [-0.018, 0.081, -0.038], [0.021, 0.015, -0.093], [-0.215, -0.055, -0.092], [-0.019, -0.009, -0.081], [-0.028, -0.020, 0.036], [0.201, 0.167, -0.058], [0.057, 0.080, 0.008], [0.102, 0.082, 0.109], [-0.075, -0.120, -0.012], [0.204, 0.044, 0.088], [0.005, 0.000, 0.001], [-0.006, -0.011, 0.023], [-0.016, -0.006, 0.011], [-0.001, 0.005, -0.007], [-0.075, -0.059, -0.008], [-0.053, -0.068, 0.037], [-0.090, -0.032, -0.047], [-0.035, -0.001, -0.018]]}



{"formula": "C25H41BBeBrCl4I2N3O7", "method": "ωB97M-V/def2-TZVPD", "orbital_gap_ha": 0.1314, "multiplicity": 1, "species": ["C", "C", "C", "C", "C", "C", "C", "C", "C", "C", "C", "C", "N", "C", "C", "O", "O", "C", "C", "C", "C", "I", "B", "N", "O", "C", "I", "C", "C", "C", "Cl", "H", "H", "H", "H", "H", "H", "H", "H", "H", "H", "H", "H", "H", "H", "H", "H", "H", "H", "H", "H", "H", "H", "H", "H", "H", "H", "H", "H", "H", "H", "H", "H", "H", "H", "N", "O", "O", "O", "Be", "C", "Cl", "Cl", "Cl", "H", "Br", "C", "C", "O", "H", "H", "H", "H", "H", "H"], "positions_angstrom": [[3.1879, 5.3401, 3.2982], [4.1986, 4.4151, 2.6013], [3.8285, 2.9324, 2.7714], [3.9881, 2.1000, 1.4981], [3.6139, 0.6427, 1.7878], [3.3880, -0.2252, 0.5551], [2.2217, 0.1356, -0.3624], [0.7929, -0.0643, 0.1875], [0.4205, 1.0065, 1.2040], [0.6621, 2.3529, 0.9208], [0.3135, 3.3152, 1.8558], [-0.2509, 2.8950, 3.0578], [-0.4796, 1.6229, 3.3722], [-0.1479, 0.7209, 2.4466], [0.8053, -1.4709, 0.8267], [1.2464, -1.8198, 1.8657], [0.1755, -2.3416, 0.0027], [-1.0128, -1.5944, -0.4505], [-1.7327, -2.4738, -1.4655], [-3.1970, -2.0732, -1.7030], [-3.6360, -2.4141, -3.1183], [-5.6913, -1.8304, -3.3555], [-1.9868, -1.5984, 0.8683], [-1.9731, -2.7788, 1.7346], [-2.8403, -0.5797, 1.1651], [-0.3249, -0.2940, -0.9080], [-1.8054, 1.3129, -1.1647], [0.2217, -0.4395, -2.3411], [0.8510, 0.8245, -2.9578], [0.1061, 1.3564, -4.1862], [1.2016, 1.3940, -5.6213], [2.7049, 4.8439, 4.1353], [3.6910, 6.2085, 3.7191], [2.4390, 5.7061, 2.6010], [4.2540, 4.6495, 1.5425], [5.1632, 4.5698, 3.0764], [4.4308, 2.4727, 3.5542], [2.7958, 2.8120, 3.1021], [3.4329, 2.5403, 0.6724], [5.0577, 2.1119, 1.2782], [2.7865, 0.6052, 2.4954], [4.4601, 0.2075, 2.3201], [3.3759, -1.2706, 0.8508], [4.2949, -0.1170, -0.0539], [2.3728, -0.4178, -1.2805], [2.3454, 1.1766, -0.6448], [1.0940, 2.6692, -0.0169], [0.4576, 4.3702, 1.6877], [-0.5057, 3.6407, 3.7998], [-0.3144, -0.3125, 2.7123], [-1.7430, -3.4793, -1.0483], [-1.2186, -2.5629, -2.4213], [-3.3930, -1.0242, -1.5096], [-3.8482, -2.6277, -1.0278], [-3.0401, -1.9051, -3.8659], [-3.6334, -3.4896, -3.2531], [-1.2999, -2.6857, 2.4874], [-1.7860, -3.6218, 1.2068], [-2.8279, -0.3278, 2.0955], [0.9462, -1.2529, -2.3195], [-0.5863, -0.7409, -2.9975], [1.0384, 1.6117, -2.2374], [1.8295, 0.5253, -3.3268], [-0.7118, 0.7137, -4.4834], [-0.2382, 2.3715, -4.0436], [-4.4410, 2.0678, -5.4533], [-3.3428, 1.6002, -5.4013], [-4.7711, 3.0795, -4.7731], [-5.3293, 1.5829, -6.2823], [-4.6246, 4.3574, -6.4884], [5.1023, -0.5116, -3.5135], [4.7990, 0.7775, -2.3451], [3.7590, -1.6603, -3.5380], [5.3865, 0.1490, -5.1196], [5.9910, -1.0433, -3.2022], [-6.3955, 0.8544, -4.4428], [-4.8164, -5.1028, 4.2996], [-3.5906, -5.9927, 4.3919], [-2.9029, -6.0682, 3.1463], [-5.4982, -5.4757, 3.5347], [-5.3459, -5.0630, 5.2528], [-4.5330, -4.0862, 4.0173], [-3.8740, -7.0108, 4.6539], [-2.9058, -5.6189, 5.1608], [-2.6355, -5.1744, 2.9104]], "forces_ev_per_a": [[0.438, 0.224, -0.064], [-0.553, -0.378, 0.780], [-0.295, -0.090, -0.492], [0.500, -0.351, 0.930], [0.058, 0.063, -0.028], [0.503, 0.181, 0.097], [0.308, 0.242, 0.119], [-0.507, -0.478, 0.484], [0.340, 0.377, 0.187], [-0.246, 0.094, 0.327], [-0.173, -0.534, 0.194], [0.140, 0.208, -0.086], [0.048, 0.063, -0.443], [0.134, -0.007, -0.252], [-0.478, 0.174, -0.906], [0.809, -0.180, 1.014], [-0.208, -0.094, -0.208], [-0.391, -0.350, 0.314], [-0.193, -0.089, -0.224], [-0.280, -0.104, -0.150], [-0.011, 0.252, 0.716], [-0.146, -1.076, 0.363], [-0.382, -0.194, 0.319], [-0.143, 0.357, -0.320], [0.924, 0.614, -0.174], [-0.451, 0.589, -1.007], [0.161, 0.051, 0.118], [0.077, 0.340, 0.425], [0.400, -0.609, -0.546], [0.349, 0.038, 0.068], [-0.050, 0.083, -0.009], [-0.156, -0.131, 0.018], [-0.011, 0.191, -0.079], [-0.227, -0.052, 0.037], [0.216, 0.156, -0.116], [0.289, 0.109, -0.314], [0.106, -0.013, 0.107], [-0.143, 0.213, 0.042], [-0.058, 0.060, -0.097], [0.013, 0.126, -0.583], [-0.245, -0.071, -0.108], [0.036, -0.082, 0.150], [-0.200, -0.130, 0.003], [-0.243, -0.097, 0.092], [-0.145, -0.198, -0.059], [-0.056, 0.132, -0.065], [0.015, -0.060, -0.114], [0.090, 0.070, -0.129], [-0.100, -0.043, 0.133], [-0.041, -0.073, 0.199], [0.178, -0.147, 0.017], [0.257, 0.105, 0.036], [0.176, 0.152, 0.001], [-0.015, 0.023, 0.207], [-0.079, 0.030, -0.225], [-0.052, -0.079, -0.363], [-0.054, -0.310, 0.151], [0.577, -0.062, 0.189], [-0.589, -0.274, 0.131], [0.025, -0.152, -0.149], [-0.162, -0.143, 0.014], [-0.225, 0.131, 0.103], [0.183, 0.074, 0.113], [-0.230, 0.060, 0.043], [-0.198, 0.069, -0.059], [1.135, 0.536, 0.229], [-0.142, -0.235, -0.218], [0.192, 0.666, -0.806], [-0.385, 0.494, 0.295], [-0.237, -0.405, 0.449], [-0.048, 0.083, -0.099], [0.171, 0.111, -0.290], [0.013, -0.040, 0.031], [0.000, -0.015, 0.026], [0.000, -0.014, 0.019], [-0.288, -0.267, -0.483], [-0.015, -0.021, -0.056], [0.040, 0.278, -0.098], [-0.005, -0.128, 0.007], [-0.016, -0.041, 0.028], [0.007, 0.017, 0.001], [0.015, 0.015, 0.061], [0.060, -0.039, -0.042], [-0.062, -0.070, 0.093], [-0.049, 0.075, -0.018]]}